Record 1
Density functional theory data (ωB97M-V with the def2-TZVPD basis set) for C6H18AlF3O3 as an isolated structure.

The geometry in ORCA input format:
```
! wB97M-V def2-TZVPD RIJCOSX def2/J DEFGRID3
* xyz 0 1
Al 28.403 -28.970 2.297
F 28.692 -30.662 3.675
F 27.560 -29.933 0.574
F 28.201 -26.868 2.860
O 26.903 -29.330 3.394
O 26.908 -27.994 2.033
O 28.782 -28.232 0.693
C 25.248 -31.070 2.797
C 28.105 -26.619 -0.825
C 26.170 -30.457 3.849
C 29.137 -26.901 0.332
C 24.998 -27.369 0.836
C 26.019 -28.439 1.052
H 24.269 -30.593 2.753
H 26.955 -31.210 3.922
H 24.990 -32.094 3.070
H 25.771 -31.168 1.846
H 28.953 -26.297 1.221
H 28.462 -25.739 -1.361
H 28.819 -28.654 -0.169
H 30.186 -26.940 0.038
H 27.128 -26.250 -0.514
H 25.501 -29.289 1.495
H 25.507 -30.301 4.701
H 27.989 -27.518 -1.431
H 25.306 -26.386 0.481
H 26.736 -27.070 2.225
H 26.450 -28.546 3.712
H 26.423 -28.648 0.061
H 24.194 -27.574 0.130
H 24.456 -27.200 1.767
*
```

## Properties
HOMO = -9.7 eV
molar mass = 222.18 u
calculated total energy = -1007.03641 Eh
orbital gap = 0.341 hartree

Record 2
Density functional theory data (ωB97M-V with the def2-TZVPD basis set) for C6H18AsFN as an isolated structure.

The geometry in ORCA input format:
```
! wB97M-V def2-TZVPD RIJCOSX def2/J DEFGRID3
* xyz -1 1
As 1.457 0.068 -0.466
F 3.942 1.499 -0.811
N -3.270 -0.246 -1.049
C -0.604 -1.783 0.759
C 2.486 2.636 0.669
C -1.705 -0.712 0.830
C 2.573 1.790 -0.571
C -3.011 -1.098 0.118
C 0.332 -1.630 -0.433
H -3.179 0.732 -0.803
H -0.005 -1.750 1.675
H 1.084 -2.427 -0.415
H 1.046 0.386 1.082
H 2.217 2.310 -1.467
H 1.435 2.804 0.917
H -1.087 -2.772 0.751
H 1.844 -0.228 -2.001
H -0.204 -1.683 -1.386
H -1.921 -0.475 1.875
H 2.982 3.607 0.556
H -4.211 -0.388 -1.393
H 2.763 -0.726 0.047
H -2.943 -2.126 -0.251
H -3.839 -1.081 0.842
H -1.320 0.202 0.374
H 0.199 0.986 -0.961
H 2.939 2.105 1.511
*
```

## Properties
HOMO = -3.1 eV
molar mass = 198.14 u
calculated total energy = -2629.64433 Eh
orbital gap = 0.246 hartree

Record 3
Density functional theory data (ωB97M-V with the def2-TZVPD basis set) for a 2-piece molecular cluster, C6H18B2ClO9P2 overall.

The geometry in ORCA input format:
```
! wB97M-V def2-TZVPD RIJCOSX def2/J DEFGRID3
* xyz -1 1
Cl 2.064 -0.790 -1.750
P -3.724 -0.491 -3.592
P 0.036 -0.824 -1.112
O -4.501 0.755 -2.895
O -0.287 -1.565 -4.766
O -4.679 -1.549 -3.953
O 3.779 0.619 5.174
O -3.079 0.163 -4.913
O 2.102 0.730 3.822
O 0.871 0.465 -4.492
O 2.744 -1.300 4.591
O 0.112 0.377 0.059
C 1.023 0.130 3.066
C -2.418 -0.975 -2.500
C -1.313 1.557 -2.405
C -0.136 -0.259 3.956
C 4.629 -0.152 6.021
C 2.850 -0.102 4.528
B -0.112 -0.396 -4.009
B -1.027 -0.067 -2.593
H -0.480 0.603 4.531
H -2.249 -2.044 -2.635
H -0.958 -0.627 3.343
H -0.780 2.012 -1.563
H -2.367 1.785 -2.215
H 0.239 -2.309 -4.465
H 1.397 -0.717 2.495
H 0.773 1.024 -0.220
H 4.066 -0.556 6.860
H 0.577 1.376 -4.458
H 5.391 0.533 6.385
H 5.096 -0.965 5.468
H -2.851 -0.859 -1.496
H 0.712 0.891 2.360
H -1.032 2.168 -3.277
H -4.216 1.576 -3.304
H 0.150 -1.041 4.659
H -2.403 0.820 -4.705
*
```

## Properties
HOMO = -4.6 eV
molar mass = 353.23 u
calculated total energy = -2109.51665 Eh
orbital gap = 0.258 hartree

Record 4
Density functional theory data (ωB97M-V with the def2-TZVPD basis set) for C6H18B2F8O3RbS3 as an isolated structure.

The geometry in ORCA input format:
```
! wB97M-V def2-TZVPD RIJCOSX def2/J DEFGRID3
* xyz -1 1
Rb 14.482 8.318 -11.117
S 11.454 11.025 -11.218
S 16.150 6.793 -13.316
S 15.706 10.662 -12.820
F 15.869 9.559 -7.664
F 11.724 8.222 -10.563
F 15.079 7.722 -8.636
F 10.861 7.393 -12.452
F 12.553 8.736 -12.547
F 14.488 9.796 -9.419
F 12.960 6.684 -11.699
F 16.493 8.916 -9.719
O 15.259 6.952 -12.069
O 10.725 12.292 -10.757
O 14.470 9.725 -12.752
C 12.963 10.786 -10.200
C 17.288 5.460 -12.936
C 16.888 10.309 -11.492
C 17.323 8.146 -13.244
C 12.268 11.491 -12.853
C 14.885 12.259 -12.194
B 11.989 7.701 -11.809
B 15.465 9.055 -8.856
H 17.648 11.089 -11.535
H 14.441 11.997 -11.233
H 12.567 12.539 -12.818
H 13.073 10.812 -13.134
H 18.072 5.802 -12.261
H 16.279 10.203 -10.594
H 13.605 10.011 -10.619
H 17.651 5.038 -13.873
H 17.392 9.344 -11.543
H 16.867 9.126 -13.384
H 11.502 11.395 -13.623
H 17.860 8.196 -12.297
H 14.072 12.576 -12.847
H 12.690 10.602 -9.161
H 16.663 4.767 -12.372
H 13.516 11.724 -10.156
H 15.545 13.097 -11.970
H 18.031 8.010 -14.062
*
```

## Properties
HOMO = -4.9 eV
molar mass = 493.48 u
calculated total energy = -2532.44488 Eh
orbital gap = 0.246 hartree

Record 5
Density functional theory data (ωB97M-V with the def2-TZVPD basis set) for C6H18BrIInN3O3P as an isolated structure.

The geometry in ORCA input format:
```
! wB97M-V def2-TZVPD RIJCOSX def2/J DEFGRID3
* xyz -1 1
I 0.400 -6.182 -1.472
In 0.363 -3.423 -1.265
Br 2.766 -2.632 -0.801
P -0.291 -2.508 -3.535
O 0.740 0.616 3.584
O -1.881 -3.088 -3.542
O -0.497 2.094 -2.835
N -0.566 -0.878 -3.071
N 1.835 -1.221 2.870
N -2.529 2.238 -1.929
C 2.854 -2.251 2.925
C -1.057 4.213 -1.868
C 1.636 -0.203 3.732
C -1.322 2.775 -2.258
C -3.628 2.862 -1.236
C 2.579 -0.103 4.920
H 1.198 -1.254 2.086
H -0.054 4.457 -2.204
H 3.614 0.020 4.598
H 3.484 -2.105 3.798
H -4.535 2.877 -1.845
H -0.293 -0.606 -2.139
H -1.773 4.892 -2.335
H -2.009 -3.558 -4.369
H -0.570 -2.999 0.132
H 3.473 -2.225 2.029
H 2.530 -0.995 5.546
H -0.178 -0.193 -3.705
H -1.119 4.348 -0.788
H -2.615 1.271 -2.210
H -3.859 2.349 -0.300
H 2.405 -3.243 2.984
H -3.375 3.891 -0.994
H 2.274 0.763 5.498
*
```

## Properties
HOMO = -4.4 eV
molar mass = 532.83 u
calculated total energy = -4032.81498 Eh
orbital gap = 0.255 hartree

Record 6
Density functional theory data (ωB97M-V with the def2-TZVPD basis set) for a 2-piece molecular cluster, C6H18BrN3P overall.

The geometry in ORCA input format:
```
! wB97M-V def2-TZVPD RIJCOSX def2/J DEFGRID3
* xyz 1 1
Br -3.401 0.065 -0.457
P -0.343 -0.005 -0.025
N 0.124 0.889 1.270
N 0.384 0.551 -1.401
N 0.235 -1.579 0.197
C -0.506 -2.561 -0.644
C -0.985 0.811 2.218
C 0.519 -2.091 1.480
C 1.304 -0.073 -2.263
C -0.134 1.873 -1.744
C 0.658 2.272 1.056
H -1.498 -0.062 2.010
H 1.135 -2.879 1.183
H -1.536 -2.425 -0.910
H -0.478 -3.524 -0.132
H -0.917 2.101 -1.067
H -0.206 -2.560 2.136
H 0.589 2.529 -2.002
H 0.150 -2.663 -1.612
H 2.182 0.455 -2.426
H -0.596 0.525 3.265
H 0.016 2.937 0.674
H 1.154 -1.344 2.175
H 0.990 2.561 2.125
H -1.767 1.530 2.291
H 1.449 -0.991 -1.797
H 0.828 -0.134 -3.395
H 1.486 2.072 0.514
H -0.835 1.723 -2.718
*
```

## Properties
HOMO (spin up / spin down) = -13.3 / -13.2 eV
molar mass = 243.11 u
calculated total energy = -3318.66904 Eh
orbital gap (spin up / spin down) = 0.259 / 0.256 hartree

Record 7
Density functional theory data (ωB97M-V with the def2-TZVPD basis set) for C6H18BrNaO8PS as an isolated structure.

The geometry in ORCA input format:
```
! wB97M-V def2-TZVPD RIJCOSX def2/J DEFGRID3
* xyz -1 1
Br 1.170 -2.950 0.002
S -2.833 -1.414 3.439
P 2.196 0.208 -3.686
Na 0.702 -0.691 1.665
O -0.190 1.521 1.379
O 2.105 -1.314 -4.292
O 1.405 0.106 -2.281
O -4.045 -0.229 3.201
O 3.767 0.446 -3.245
O -1.767 -1.318 2.462
O 1.732 1.334 -4.550
O -3.535 -2.662 3.638
C -2.188 -0.832 5.144
C 1.626 1.124 -1.261
C 4.815 0.588 -4.252
C -3.639 1.020 2.626
C -4.857 1.670 1.982
C 2.667 -2.364 -3.581
H 3.250 -3.096 -4.140
H -2.878 0.903 1.855
H -3.136 1.696 3.316
H 4.808 -0.245 -4.955
H 4.898 1.574 -4.708
H 0.720 1.691 -1.051
H -1.306 -1.336 5.537
H -0.343 2.068 0.584
H -5.557 0.932 1.588
H -4.725 2.474 1.258
H 2.530 1.688 -1.493
H 1.898 -3.000 -3.141
H 5.728 0.520 -3.661
H -5.354 2.159 2.820
H -1.993 0.240 5.113
H 3.276 -2.070 -2.726
H -3.001 -0.991 5.852
H 2.055 0.552 -0.439
*
```

## Properties
HOMO = -4.5 eV
molar mass = 384.14 u
calculated total energy = -4317.33621 Eh
orbital gap = 0.240 hartree

Record 8
Density functional theory data (ωB97M-V with the def2-TZVPD basis set) for a 2-piece molecular cluster, C6H18ClN3Si overall.

The geometry in ORCA input format:
```
! wB97M-V def2-TZVPD RIJCOSX def2/J DEFGRID3
* xyz 0 1
Cl -0.917 -0.653 -2.413
Si -0.692 -1.129 -0.477
N -2.282 -1.283 0.130
N 0.371 -2.535 -0.325
N 0.319 1.397 0.876
C -2.469 -1.524 1.526
C -1.073 2.752 -0.638
C 2.713 0.657 0.362
C -0.720 2.378 0.720
C 1.439 1.541 0.095
C 1.367 -2.930 -1.293
H -0.428 3.296 1.380
H 2.673 -0.355 -0.080
H 3.409 1.293 -0.090
H -2.996 -1.643 -0.473
H -1.554 1.923 1.210
H 1.957 -3.857 -0.985
H 2.086 -2.048 -1.568
H 0.836 -2.713 0.541
H 1.251 1.553 -0.973
H 0.887 -3.092 -2.302
H 2.916 0.615 1.481
H -3.227 -2.345 1.887
H -1.469 -1.896 1.952
H -2.129 3.131 -0.615
H -0.933 1.795 -1.095
H 1.810 2.731 0.184
H -2.702 -0.556 2.074
H -0.445 3.496 -1.093
*
```

## Properties
HOMO (spin up / spin down) = -8.2 / -6.9 eV
molar mass = 195.77 u
calculated total energy = -1153.28127 Eh
orbital gap (spin up / spin down) = 0.304 / 0.254 hartree